1.
18
Properties=species:S:1:pos:R:3:lowdin_spin:R:1 method="wB97M-V/def2-TZVPD" homo_lumo_gap_ev="1.6 / 9.2" charge=-1 multiplicity=2 homo_energy_ev="0.81 / -6.67" de_lowest_ev=0.487 s2=0.750 energy_ha=-2396.21274
S -1.1511 -0.3737 4.1016 0.238
H -2.0864 -1.2161 4.5795 0.025
H -2.1160 0.0800 3.2825 0.044
S 2.1252 -1.0396 5.5737 0.126
H 2.6608 -2.2605 5.4528 0.006
H 2.4413 -0.7078 4.3154 0.019
S -1.8455 -5.1346 -3.0264 0.199
H -2.8342 -5.9643 -2.6642 0.026
H -1.1385 -5.2524 -1.8948 0.031
S 4.3026 5.2731 1.4581 0.087
H 4.1895 4.0326 1.9344 0.013
H 3.9043 4.7659 0.2880 0.007
S 0.3204 -3.6181 -6.2064 0.077
H -0.9256 -3.2527 -5.8871 0.005
H 0.3652 -4.5689 -5.2644 0.006
S -3.6318 4.9481 -1.8317 0.080
H -2.6784 5.8809 -1.7333 0.005
H -4.3161 5.4886 -2.8467 0.004

2.
22
Properties=species:S:1:pos:R:3:nbo_charge:R:1 method="wB97M-V/def2-TZVPD" homo_lumo_gap_ev="8.4 / 8.4" homo_energy_ev="-7.92 / -7.92" de_lowest_ev=4.728 energy_ha=-996.95366
C -2.5716 -1.5026 0.7904 -0.238
C -2.9702 -0.2402 1.3249 -0.180
C -1.3018 -1.5645 0.2877 -0.163
C -2.0664 0.8461 1.2692 -0.249
C -0.4294 -0.5188 0.1623 -0.193
C -0.7963 0.6872 0.6928 0.337
C 2.0244 0.6951 0.7108 -0.337
C 1.3869 1.8316 0.7969 0.043
C 0.8357 -0.7252 -0.6258 0.340
C 2.0230 0.2132 -2.3452 -0.266
O -0.0232 1.8305 0.6423 -0.501
O 0.8262 0.1192 -1.6273 -0.498
Cl 1.6092 -2.2386 -0.7656 0.042
H -3.0593 -2.3588 0.9831 0.209
H -3.9386 -0.2279 1.7993 0.216
H -0.8573 -2.5053 -0.1622 0.208
H -2.3390 1.8517 1.6007 0.232
H 2.9394 0.1978 0.9345 0.210
H 1.7532 2.7510 1.1794 0.199
H 2.5819 1.1154 -2.0296 0.197
H 1.6851 0.3238 -3.3777 0.199
H 2.6881 -0.5805 -2.2409 0.192